85
Properties=species:S:1:pos:R:3:forces:R:3 method="wB97M-V/def2-TZVPD" relative_energy_kcal_mol=31.08 energy_ev=-443941.89817 e_homo_ev=-10.324 orbital_gap_ha=0.3828
C 15.115 9.580 9.421 -0.0832 -0.2369 0.3868
Cl 14.072 10.683 10.425 0.9802 -0.4570 -0.6644
Cl 15.339 8.044 10.288 -0.0177 0.1498 -0.2703
H 14.661 9.417 8.443 -0.4074 -0.1369 0.5688
H 16.131 9.928 9.234 -0.3009 0.6344 0.4437
C 15.056 4.954 4.962 0.3045 0.5845 0.4996
Cl 15.952 3.585 4.381 0.4368 -0.4404 -0.6447
Cl 13.788 4.346 6.062 -0.0698 0.6199 -0.0674
H 15.760 5.575 5.517 -0.2921 -0.1522 0.2193
H 14.667 5.572 4.154 -0.3897 -0.4454 0.0030
C 11.450 5.906 8.711 0.1284 0.1224 -0.5215
Cl 12.203 7.391 9.254 -0.2496 0.5885 0.4794
Cl 9.676 5.768 9.089 1.4506 -0.0965 -0.0153
H 11.583 5.917 7.629 -0.4017 -0.2180 0.1102
H 12.100 5.148 9.149 -0.8933 -0.3994 0.0894
C 7.388 4.982 1.582 0.5803 0.2677 0.3545
Cl 9.008 5.721 1.753 -0.3581 0.2118 -0.0272
Cl 7.150 4.579 -0.139 -0.3472 -0.0473 0.7974
H 7.377 4.131 2.263 0.0373 -0.3295 -0.6461
H 6.660 5.685 1.988 -0.0160 0.1100 -0.6859
C 11.700 13.229 6.920 -0.4203 -0.0210 0.6635
Cl 12.632 12.016 7.854 -0.1369 0.5871 -0.2956
Cl 11.357 12.614 5.271 0.2099 0.6535 0.7551
H 10.796 13.411 7.500 -0.3058 -0.6531 -0.5004
H 12.154 14.218 6.982 0.7639 -0.4181 -0.7954
C 11.357 4.673 -1.088 -0.3794 0.2198 -0.9462
Cl 11.691 6.001 -2.301 -0.1144 -0.6950 0.8989
Cl 12.308 3.208 -1.477 -0.2659 0.5844 0.3265
H 11.511 5.029 -0.070 0.4855 -0.0789 -0.3062
H 10.304 4.425 -1.217 0.2242 -0.0151 -0.0139
C 18.136 8.566 0.774 0.4552 -0.1420 -0.9753
Cl 17.496 7.452 1.905 -1.0915 -0.7791 1.6384
Cl 17.292 8.319 -0.802 0.8361 0.3503 0.4274
H 18.015 9.598 1.103 0.0892 -0.1942 -0.1707
H 19.171 8.225 0.776 0.0407 0.7700 -0.9075
C 15.894 4.713 0.282 -0.8875 0.9227 1.0268
Cl 14.601 5.908 -0.115 0.3247 -0.2387 -0.0611
Cl 16.120 3.515 -0.897 0.3061 -1.0712 -1.5415
H 16.813 5.282 0.420 -0.2829 -0.2281 0.2628
H 15.495 4.170 1.139 0.5568 0.5184 0.3108
C 8.441 10.959 3.344 -0.6401 0.6117 0.4731
Cl 9.071 11.455 1.762 0.0560 -0.5083 0.2627
Cl 7.636 9.365 3.446 0.4590 0.3335 -0.4332
H 9.208 11.010 4.117 0.1021 -0.1964 -0.3667
H 7.676 11.697 3.587 0.0828 -0.2024 0.0102
C 15.371 10.089 6.076 1.1018 0.3356 -0.4017
Cl 16.439 10.431 4.687 -0.4552 0.5903 -0.5156
Cl 15.678 8.384 6.408 -0.4667 -0.1911 0.5580
H 15.793 10.755 6.830 -0.2893 -0.4757 0.3465
H 14.317 10.318 5.916 0.1711 -0.3149 -0.3479
C 15.217 10.582 1.071 -0.6056 -1.0853 -0.4668
Cl 15.808 11.793 -0.016 0.4402 0.9291 -0.1339
Cl 14.194 9.455 0.061 0.2163 0.3450 0.9898
H 16.074 10.037 1.467 -0.4485 -0.0880 0.0003
H 14.606 10.999 1.871 0.0702 -0.0278 -0.2644
C 7.262 7.594 7.893 -0.7253 -0.3892 0.3899
Cl 5.601 8.250 8.006 -0.1738 -0.4543 0.2622
Cl 8.043 8.497 6.639 0.9163 0.0815 -0.1846
H 7.691 7.673 8.892 0.2595 0.3932 -0.4096
H 7.272 6.544 7.599 -0.4014 0.1613 0.0345
C 11.980 3.016 3.411 0.7358 -0.5153 -0.5982
Cl 10.633 4.056 3.981 1.1712 -0.7321 -0.4416
Cl 12.980 3.611 2.006 -0.7108 0.3692 0.7930
H 12.698 2.824 4.209 -0.3578 0.3719 0.0250
H 11.656 2.056 3.010 -0.6686 0.3172 0.3774
C 11.611 7.801 4.519 0.5851 -0.0336 1.2825
Cl 12.896 8.136 3.387 0.1752 0.0119 -0.4606
Cl 12.020 8.541 6.137 -0.5090 0.1071 -0.5605
H 10.665 8.194 4.146 0.1298 -0.2075 0.2218
H 11.647 6.746 4.793 -0.4749 0.0864 -0.6355
C 8.104 1.956 7.419 -0.5696 -0.7221 -0.8406
Cl 8.367 3.495 6.481 -0.2017 -1.3501 0.4833
Cl 8.228 2.195 9.114 0.1651 0.3549 1.1680
H 7.128 1.505 7.236 -0.3003 0.9020 -0.2831
H 8.738 1.105 7.173 0.7975 0.8130 -0.4765
C 10.379 10.736 10.523 0.9517 1.2352 0.2624
Cl 10.226 11.903 11.897 -0.0830 -0.1142 -0.5596
Cl 9.175 9.477 10.681 0.3542 -0.2109 -0.2165
H 10.334 11.264 9.571 -0.8135 0.0452 0.1497
H 11.437 10.476 10.553 -0.4140 -1.0895 0.3166
C 7.447 11.635 8.424 0.0527 0.7060 -0.3793
Cl 8.804 11.694 7.271 -0.0972 0.1195 -0.0668
Cl 6.511 13.173 8.394 0.3203 -0.5308 0.0764
H 6.782 10.844 8.077 0.1963 0.0194 0.4819
H 7.920 11.532 9.401 -0.6028 -0.2013 -0.1270

***

55
Properties=species:S:1:pos:R:3:forces:R:3 method="wB97M-V/def2-TZVPD" smiles=NCCNC[C@@H]1COC2(CCCCCCCCCCC2)O1 relative_energy_kcal_mol=47.48 energy_ev=-25256.07200 e_homo_ev=-8.753 orbital_gap_ha=0.3570
N -6.617 -1.434 0.419 -0.1667 -0.1298 -0.0436
C -6.085 -0.189 0.952 0.1366 0.3506 -0.0626
C -5.268 0.516 -0.142 -0.1447 -0.1991 0.2132
N -4.198 -0.291 -0.699 -0.0338 -0.2421 -0.1620
C -3.038 -0.487 0.154 0.1782 0.2339 0.1939
C -2.199 0.795 0.265 -0.3548 -0.0047 -0.2495
C -1.859 1.405 -1.109 -0.3160 -0.2437 -0.0244
O -0.474 1.653 -1.055 0.3546 0.1842 0.1532
C 0.082 0.765 -0.107 0.4959 -0.0797 0.0597
C 1.247 1.468 0.609 -0.3195 -0.0997 -0.3676
C 2.315 2.019 -0.334 0.0096 0.0193 0.1972
C 3.623 2.367 0.383 -0.0492 -0.1562 -0.0142
C 4.392 1.152 0.912 0.0019 0.1362 -0.2254
C 4.977 0.272 -0.196 0.0243 -0.1191 0.2269
C 5.247 -1.169 0.247 -0.1173 0.0520 -0.0127
C 3.985 -1.988 0.534 0.1333 0.0555 -0.2335
C 3.160 -2.295 -0.716 -0.1156 -0.1013 0.2263
C 1.734 -2.760 -0.407 0.0470 0.1474 0.0215
C 0.832 -1.678 0.195 0.0077 -0.0525 -0.2086
C 0.497 -0.557 -0.789 -0.1812 0.2649 0.3403
O -0.940 0.533 0.854 0.1230 -0.0876 0.1074
H -7.120 -1.944 1.137 0.0237 -0.0099 -0.1464
H -7.268 -1.239 -0.336 -0.0366 -0.0702 0.1048
H -5.437 -0.439 1.795 -0.0401 0.0770 0.0052
H -6.861 0.505 1.317 0.1479 -0.0811 -0.0121
H -5.937 0.765 -0.973 -0.0512 0.1400 0.1006
H -4.853 1.446 0.248 -0.0949 0.0764 -0.0389
H -4.598 -1.198 -0.921 0.1238 0.1170 -0.0236
H -3.283 -0.824 1.172 0.0396 -0.0568 -0.0535
H -2.418 -1.258 -0.309 0.0443 0.0261 0.0489
H -2.708 1.524 0.908 0.0381 -0.0682 -0.1018
H -2.365 2.353 -1.293 -0.0262 -0.0823 -0.0367
H -2.114 0.701 -1.911 0.0087 0.0931 0.0580
H 1.677 0.757 1.310 0.0274 -0.0337 0.0972
H 0.817 2.284 1.192 -0.0393 -0.0291 0.0501
H 2.520 1.297 -1.123 0.0211 -0.0064 -0.1321
H 1.920 2.912 -0.821 -0.0007 -0.0358 -0.0787
H 3.398 3.032 1.220 0.0221 0.1174 -0.0081
H 4.265 2.915 -0.311 0.0391 0.0958 0.0329
H 3.727 0.561 1.540 -0.0008 -0.0420 0.1224
H 5.204 1.503 1.553 -0.0119 -0.0676 0.0775
H 4.302 0.259 -1.050 0.0066 0.0335 -0.1187
H 5.915 0.713 -0.542 -0.0352 0.0487 -0.0807
H 5.864 -1.149 1.149 0.1029 -0.0255 -0.0121
H 5.822 -1.674 -0.534 0.0871 -0.0547 0.0343
H 3.370 -1.452 1.255 -0.0413 -0.0186 0.1274
H 4.278 -2.930 1.004 -0.0726 -0.0079 0.0741
H 3.114 -1.411 -1.351 0.0414 0.0385 -0.1253
H 3.665 -3.074 -1.292 0.0479 0.0592 -0.0727
H 1.277 -3.125 -1.330 -0.0501 -0.0997 0.0042
H 1.782 -3.599 0.292 -0.0196 -0.1003 -0.0411
H 1.309 -1.258 1.079 -0.0162 -0.0192 0.1167
H -0.097 -2.140 0.537 0.0138 0.0468 0.0807
H 1.349 -0.338 -1.429 0.0008 0.0052 -0.1005
H -0.319 -0.873 -1.442 -0.0128 0.0058 -0.0874

***

53
Properties=species:S:1:pos:R:3:forces:R:3 method="wB97M-V/def2-TZVPD" smiles="CCCCCCCCCCCCCCCC(=O)OC" relative_energy_kcal_mol=10.37 energy_ev=-22276.59043 e_homo_ev=-10.305 orbital_gap_ha=0.4133
C 3.256 1.475 -0.466 -0.2084 0.0373 -0.1533
C 2.295 2.159 -1.431 0.1163 0.1848 0.0773
C 1.658 3.425 -0.858 -0.0166 -0.1532 0.0586
C 0.785 3.208 0.380 -0.0186 -0.0426 -0.3193
C -0.374 2.238 0.147 0.0491 0.2876 0.3451
C -1.478 2.418 1.188 -0.1324 -0.1500 -0.3133
C -2.647 1.448 0.999 0.2522 -0.0212 0.2385
C -2.351 0.054 1.550 -0.3374 0.0423 -0.0530
C -3.495 -0.938 1.333 0.0902 0.0653 -0.1128
C -3.740 -1.372 -0.115 0.0306 -0.2153 0.2115
C -2.600 -2.199 -0.726 -0.1538 0.3262 -0.1135
C -1.656 -1.370 -1.600 0.0273 -0.3910 -0.0186
C -0.412 -2.142 -2.064 0.1080 0.3121 0.0060
C 0.847 -1.831 -1.251 -0.1121 -0.2508 -0.0526
C 0.793 -2.363 0.187 0.1700 0.2109 -0.0721
C 1.993 -1.855 0.944 -0.3483 -0.1086 0.0565
O 2.013 -0.855 1.614 0.0370 0.0984 0.1010
O 3.063 -2.636 0.753 -0.0678 -0.3085 -0.2452
C 4.268 -2.213 1.375 0.2029 0.2693 0.2282
H 4.014 2.178 -0.125 0.1278 0.0571 0.0604
H 2.731 1.085 0.401 0.0321 -0.0529 0.1090
H 3.757 0.646 -0.963 0.0843 -0.1103 0.0398
H 1.511 1.459 -1.727 -0.0368 -0.0404 -0.0941
H 2.841 2.435 -2.338 -0.0800 -0.0554 -0.0498
H 1.046 3.885 -1.639 0.0009 0.0909 0.0080
H 2.451 4.132 -0.603 0.0264 0.0728 -0.0702
H 1.396 2.846 1.208 0.0159 0.0328 0.1250
H 0.380 4.180 0.674 0.0068 -0.0009 0.0922
H -0.796 2.408 -0.848 -0.0252 -0.0653 -0.0878
H 0.002 1.216 0.188 0.0106 -0.1616 -0.1186
H -1.854 3.442 1.119 0.0647 0.0484 0.0555
H -1.058 2.288 2.188 0.0126 0.0651 0.1017
H -2.889 1.389 -0.064 -0.0863 0.0379 -0.0785
H -3.527 1.842 1.514 -0.0834 -0.0317 -0.0484
H -1.434 -0.331 1.107 0.1685 -0.0472 0.0228
H -2.174 0.141 2.625 0.1029 0.0032 -0.0005
H -4.416 -0.490 1.718 -0.0224 -0.0257 0.0955
H -3.297 -1.833 1.929 -0.0779 -0.0366 0.0302
H -4.653 -1.971 -0.120 -0.0411 0.0712 -0.0545
H -3.930 -0.497 -0.739 -0.0860 0.0390 -0.0900
H -2.045 -2.688 0.076 0.0541 -0.1143 0.0531
H -3.023 -2.992 -1.347 0.0763 -0.0699 0.0247
H -1.343 -0.474 -1.067 0.0100 0.1797 0.0307
H -2.219 -1.039 -2.476 -0.0240 0.0923 0.0433
H -0.610 -3.216 -2.032 -0.0077 -0.0964 -0.0777
H -0.197 -1.883 -3.102 -0.0016 -0.0908 -0.0252
H 0.994 -0.749 -1.223 0.0394 0.0624 -0.0207
H 1.714 -2.271 -1.749 0.0494 0.0644 0.0129
H -0.098 -1.994 0.692 0.0549 -0.0354 0.0645
H 0.796 -3.453 0.180 -0.0658 -0.0221 0.0221
H 5.019 -2.957 1.123 -0.0447 0.0273 -0.0009
H 4.134 -2.154 2.457 0.0459 -0.0048 -0.0827
H 4.561 -1.229 1.004 0.0111 -0.0758 0.0397

***

56
Properties=species:S:1:pos:R:3:forces:R:3 method="wB97M-V/def2-TZVPD" s_squared=2.0070 relative_energy_kcal_mol=138.83 energy_ev=-44321.74131 e_homo_ev="-6.086 / -7.212" spin_multiplicity=3 orbital_gap_ha="0.2176 / 0.2577"
P 1.086 -1.700 -3.804 -1.3993 0.4386 -3.2649
P 0.576 1.985 -5.061 -0.3857 -0.6623 -2.0998
C 0.483 -0.846 -5.460 -0.9850 -0.3176 0.1736
C 1.282 0.419 -5.862 0.0512 -0.1102 0.3131
H -0.592 -0.611 -5.365 0.2722 0.1826 0.4003
H 0.423 -1.571 -6.292 0.6683 -0.0728 0.3414
H 2.272 0.259 -5.447 0.4573 0.3656 -0.1932
H 1.389 0.515 -6.961 -0.1194 -0.0540 0.5816
C 0.112 2.953 -6.682 0.0077 0.2903 0.3839
H -0.254 3.965 -6.403 0.0577 -0.6130 0.0158
H -0.668 2.494 -7.325 0.2368 -0.0750 0.8138
H 0.947 3.143 -7.374 0.1805 -0.2704 0.4562
C 1.988 2.981 -4.485 0.6879 0.7073 -0.3201
H 2.310 3.737 -5.215 0.0153 -0.2228 0.0666
H 2.867 2.406 -4.195 -0.0539 -0.2693 -0.0844
H 1.686 3.525 -3.594 -0.1609 0.0722 0.1469
C 0.252 -3.342 -4.012 -0.0561 -1.5567 0.3988
H 0.505 -4.002 -3.150 -0.2094 0.6523 -0.2485
H 0.600 -3.959 -4.863 0.1428 0.7240 -0.0186
H -0.858 -3.369 -4.093 0.7692 0.5829 0.2035
C 2.766 -2.025 -4.443 0.4495 0.0332 0.7642
H 3.343 -1.069 -4.334 -0.0444 -0.6510 -0.4446
H 2.767 -2.360 -5.473 0.3046 -0.1643 -0.1234
H 3.209 -2.717 -3.726 0.3443 -0.3996 -0.4716
Pd 2.514 -0.631 -2.293 -0.6939 0.5638 3.5219
C -1.871 2.485 -4.028 2.9471 0.8214 1.2795
C -3.168 2.454 -4.464 -3.7392 -0.0266 -1.0256
C -3.770 1.333 -5.256 -0.2150 0.1437 0.4800
C -4.492 0.319 -4.299 0.2696 1.1823 1.1692
C -3.672 -0.566 -3.332 -0.6791 0.1472 -1.2582
C -2.321 -0.690 -3.324 1.1461 -0.1181 1.2530
C -1.232 0.204 -2.677 -0.8363 2.6540 -3.1051
C -1.602 1.745 -2.730 -1.0310 -0.8452 0.1568
C 3.117 -2.018 -0.776 0.6554 1.3069 1.1320
H -1.399 3.468 -4.262 0.1798 -0.8015 0.6100
H -3.902 3.100 -3.896 0.4698 -0.6841 -0.5246
H -3.035 0.889 -5.950 -0.1086 -0.1901 0.6003
H -4.534 1.765 -5.903 -0.3211 -0.1416 -0.0375
H -5.206 0.904 -3.663 0.0237 -0.3948 -0.8823
H -5.025 -0.402 -4.940 -0.0932 0.1785 0.4047
H -4.373 -1.283 -2.812 1.0638 -0.3152 -1.4002
H -1.876 -1.667 -3.407 -0.4617 -1.0082 1.3049
H -0.175 0.037 -3.002 -1.4445 0.2138 0.1693
H -1.280 -0.025 -1.641 -0.0807 -0.5507 0.8035
H -2.598 1.779 -2.229 0.5146 0.0527 0.1631
H -0.907 2.238 -2.092 0.7124 0.6737 0.4682
H 3.245 -1.759 0.296 0.0596 -0.2693 -0.9563
H 4.039 -2.432 -1.134 0.7672 -0.0036 -0.3135
H 2.414 -2.791 -0.740 -1.4737 -1.0683 -0.4146
C 3.282 0.477 1.205 1.1404 -0.0074 -0.4443
O 2.176 0.883 0.362 -0.2617 -0.8351 0.2958
C 1.560 -0.050 -0.428 -0.4328 -1.6229 -1.2451
O 0.434 -0.476 -0.286 2.1437 1.2487 0.2819
H 2.995 0.097 2.215 -0.2055 0.4661 -0.8907
H 3.932 1.353 1.255 -0.4145 0.1405 0.4969
H 3.959 -0.265 0.730 -0.8320 0.4793 0.1158